# 1
Formula: C2H3N5O
Source: OMol25
Level of theory: ωB97M-V with the def2-TZVPD basis set

The geometry in ORCA input format:
```
! RIJCOSX wB97M-V def2-TZVPD def2/J DEFGRID3
* xyz 0 1
H 2.499 -1.075 0.301
N 1.505 -1.393 0.217
C 0.835 -0.326 -0.124
N 1.400 0.977 -0.235
C -0.743 -0.202 -0.148
N -1.691 -1.205 -0.294
N -2.807 -0.773 -0.020
O -2.721 0.495 0.094
N -1.437 0.834 0.131
H 2.442 0.992 -0.070
H 0.719 1.676 0.147
*
```

* E_tot: -11616.7001 eV
* HOMO energy: -0.3725 Ha
* maximum force: 4.36 eV Å⁻¹
* structure (SMILES): [H]/N=C(\N)c1nnon1

# 2
Formula: C7H6NO3
Source: OMol25
Level of theory: ωB97M-V with the def2-TZVPD basis set

The geometry in ORCA input format:
```
! RIJCOSX wB97M-V def2-TZVPD def2/J DEFGRID3
* xyz -1 3
C -2.339 1.279 -1.122
C -1.147 0.659 -1.005
C -2.605 1.951 0.181
C -1.443 1.683 1.116
C -0.267 -1.276 2.207
C 0.680 0.501 0.641
C 0.581 -1.053 0.878
N -0.650 0.882 0.299
O -3.675 2.559 0.317
O 0.305 -1.894 3.093
O 1.776 -1.748 0.985
H -3.065 1.338 -1.997
H -0.517 0.089 -1.790
H 0.897 1.049 1.445
H 1.381 0.605 -0.122
H 0.097 -1.626 -0.026
H 1.743 -2.313 1.834
*
```

* E_tot: -14984.2494 eV
* HOMO energy (spin up / spin down): -0.0851 / -0.1241 Ha
* maximum force: 5.06 eV Å⁻¹
* ⟨S²⟩: 2.01

# 3
Formula: C17H18N2O5S
Source: OMol25
Level of theory: ωB97M-V with the def2-TZVPD basis set

The geometry in ORCA input format:
```
! RIJCOSX wB97M-V def2-TZVPD def2/J DEFGRID3
* xyz 0 1
C 3.781 3.738 1.110
C 3.397 2.384 0.555
O 3.620 2.034 -0.580
N 2.771 1.595 1.484
C 2.207 0.328 1.247
C 0.892 0.111 1.642
C 0.287 -1.110 1.432
S -1.393 -1.281 2.005
O -1.856 -0.012 2.479
O -1.518 -2.419 2.868
N -2.258 -1.732 0.623
C -2.717 -0.853 -0.338
C -2.043 0.345 -0.578
C -2.494 1.204 -1.555
C -3.615 0.886 -2.322
C -4.061 1.836 -3.356
O -3.532 2.893 -3.598
O -5.146 1.420 -4.036
C -4.282 -0.316 -2.089
C -3.839 -1.174 -1.107
C 0.964 -2.161 0.829
C 0.300 -3.477 0.588
C 2.287 -1.936 0.469
C 2.935 -0.725 0.676
C 4.380 -0.583 0.332
H 2.885 4.323 1.311
H 4.342 3.627 2.034
H 4.386 4.264 0.378
H 2.421 2.064 2.308
H 0.316 0.890 2.119
H -2.822 -2.553 0.782
H -1.179 0.594 0.015
H -1.986 2.137 -1.748
H -5.386 2.089 -4.695
H -5.150 -0.565 -2.679
H -4.358 -2.103 -0.922
H -0.309 -3.748 1.446
H -0.350 -3.411 -0.284
H 1.041 -4.252 0.407
H 2.845 -2.747 0.023
H 4.491 0.038 -0.557
H 4.917 -0.090 1.140
H 4.828 -1.555 0.144
*
```

* E_tot: -41975.3127 eV
* HOMO energy: -0.3264 Ha
* maximum force: 1.10 eV Å⁻¹
* structure (SMILES): CC(=O)Nc1cc(S(=O)(=O)Nc2ccc(C(=O)O)cc2)c(C)cc1C

# 4
Formula: C34H62ClF8NO12S
Source: OMol25
Level of theory: ωB97M-V with the def2-TZVPD basis set

The geometry in ORCA input format:
```
! RIJCOSX wB97M-V def2-TZVPD def2/J DEFGRID3
* xyz 0 1
C 4.431 -0.842 3.225
O 2.985 -1.107 3.521
C 2.255 -0.444 2.412
C 0.632 -0.629 2.523
O 0.253 -0.133 3.885
C -0.369 1.197 3.808
C 0.636 2.415 3.370
C 1.911 2.658 4.372
N 2.637 3.936 3.918
C 0.144 -2.233 2.525
C 0.467 -3.004 1.107
C 2.034 -3.590 1.064
O 2.623 -3.531 -0.296
C 4.039 -4.018 -0.252
C 4.954 -2.750 -0.816
F 5.067 -2.951 -2.301
F 4.110 -1.525 -0.594
C 6.438 -2.643 -0.129
F 6.407 -2.962 1.347
F 7.277 -3.730 -0.753
C 7.159 -1.175 -0.252
F 8.647 -1.434 -0.214
F 6.885 -0.352 0.977
C 6.877 -0.374 -1.654
F 7.707 0.887 -1.598
F 7.366 -1.166 -2.809
O -1.151 -2.465 3.121
C -2.324 -2.334 2.305
Cl -2.949 -3.946 1.534
C -2.364 -1.192 1.143
C -3.901 -0.912 0.553
C -3.899 0.110 -0.735
S -2.698 1.546 -0.594
H 5.135 -1.692 3.677
H 4.624 -0.868 2.060
H 4.736 0.227 3.621
H 2.566 -0.863 1.339
H 2.605 0.681 2.418
H 0.124 -0.008 1.671
H -1.321 1.266 3.131
H -0.739 1.451 4.914
H 0.049 3.448 3.285
H 1.053 2.210 2.278
H 1.614 2.804 5.496
H 2.735 1.797 4.305
H 2.184 4.327 3.046
H 3.620 3.707 3.604
H 0.929 -2.723 3.287
H -0.203 -3.935 0.884
H 0.397 -2.222 0.214
H 2.713 -3.143 1.905
H 1.939 -4.754 1.312
H 4.229 -4.928 -0.978
H 4.328 -4.363 0.827
H 5.775 -0.014 -1.813
H -3.218 -2.046 3.048
H -2.053 -0.159 1.652
H -1.700 -1.404 0.200
H -4.542 -0.405 1.423
H -4.440 -1.899 0.217
H -5.001 0.547 -0.824
H -3.700 -0.484 -1.738
H -1.534 1.234 -1.317
C -10.613 2.372 -1.107
C -10.205 0.958 -0.744
O -9.057 0.543 -1.506
C -7.775 0.799 -1.163
C -7.500 1.814 -0.091
O -6.850 0.269 -1.773
H -9.824 3.092 -0.872
H -11.519 2.663 -0.567
H -10.803 2.452 -2.183
H -10.033 0.831 0.329
H -11.017 0.272 -1.009
H -7.338 2.789 -0.552
H -6.595 1.511 0.446
H -8.287 1.886 0.658
C 10.067 1.303 -3.933
C 9.233 0.577 -4.971
O 9.007 1.410 -6.123
C 9.860 1.528 -7.164
C 11.258 1.001 -7.019
O 9.520 2.125 -8.182
H 11.059 1.555 -4.318
H 10.189 0.688 -3.038
H 9.588 2.247 -3.651
H 9.665 -0.386 -5.261
H 8.247 0.358 -4.549
H 11.913 1.806 -6.681
H 11.596 0.646 -7.999
H 11.340 0.151 -6.345
C 0.155 -5.124 -3.466
C -0.329 -4.667 -2.103
O -0.708 -3.279 -2.131
C -1.924 -2.823 -2.506
C -2.863 -3.759 -3.211
O -2.223 -1.644 -2.342
H -0.633 -5.046 -4.219
H 0.494 -6.162 -3.426
H 0.983 -4.494 -3.808
H -1.140 -5.289 -1.713
H 0.495 -4.749 -1.385
H -2.737 -3.650 -4.289
H -3.889 -3.489 -2.937
H -2.739 -4.802 -2.928
C -9.031 5.970 2.686
C -8.622 4.556 3.050
O -7.474 4.141 2.287
C -6.192 4.397 2.631
C -5.918 5.412 3.703
O -5.268 3.867 2.021
H -8.242 6.690 2.922
H -9.936 6.261 3.226
H -9.220 6.050 1.611
H -8.450 4.429 4.122
H -9.434 3.870 2.784
H -5.755 6.387 3.242
H -5.013 5.109 4.240
H -6.704 5.484 4.452
*
```

* E_tot: -107408.9911 eV
* HOMO energy: -0.3023 Ha
* maximum force: 5.07 eV Å⁻¹
* structure (SMILES): COC[C@H](OCCCN)[C@H](CCOCC(F)(F)C(F)(F)C(F)(F)C(F)F)O[C@H](Cl)CCCS.CCOC(C)=O.CCOC(C)=O.CCOC(C)=O.CCOC(C)=O

# 5
Formula: C5H34NO11S
Source: OMol25
Level of theory: ωB97M-V with the def2-TZVPD basis set

The geometry in ORCA input format:
```
! RIJCOSX wB97M-V def2-TZVPD def2/J DEFGRID3
* xyz -1 1
C -0.891 0.805 -1.046
C -2.216 0.833 -1.802
S -2.766 -0.872 -2.302
C -0.915 1.696 0.189
N -1.448 0.948 1.417
C -0.827 1.317 2.686
C -2.932 1.110 1.491
H -0.091 1.337 -1.696
H -0.445 -0.203 -0.896
H -2.885 1.351 -1.152
H -2.040 1.455 -2.688
H -1.582 2.566 0.084
H 0.149 1.813 0.574
H -0.982 2.355 2.992
H 0.293 1.346 2.530
H -1.118 0.669 3.514
H -3.319 0.251 2.072
H -3.127 1.968 2.076
H -3.346 1.046 0.490
H 2.629 -2.465 -1.572
H 3.716 -1.578 -1.094
O 3.448 -2.484 -0.997
H 2.119 0.083 -3.146
H 2.474 0.624 -1.733
O 2.410 -0.197 -2.270
H 2.163 -2.198 3.933
H 2.080 -2.969 2.622
O 1.990 -3.073 3.572
H 0.109 -2.651 -2.101
H 0.794 -1.335 -1.918
O 0.848 -2.265 -1.607
H 3.364 -1.151 0.964
H 2.094 -0.990 1.794
O 3.074 -1.062 1.888
H -2.087 -1.664 -0.012
H -1.751 -3.101 -0.084
O -1.676 -2.373 0.528
H 4.276 1.857 2.358
H 3.128 0.777 2.319
O 3.343 1.723 2.304
H -0.471 -0.304 -4.692
H -0.532 0.383 -3.346
O -0.022 0.352 -4.156
H 3.712 2.151 -0.873
H 2.459 1.686 -0.098
O 2.759 2.040 -0.927
H -5.408 1.675 -1.076
H -5.609 0.141 -0.839
O -5.969 1.020 -0.684
H -0.191 -1.250 1.387
H 0.539 -1.866 0.120
O 0.672 -1.328 0.907
*
```

* E_tot: -40586.1995 eV
* HOMO energy: -0.1540 Ha
* maximum force: 4.00 eV Å⁻¹

# 6
Formula: C5H7NOS
Source: OMol25
Level of theory: ωB97M-V with the def2-TZVPD basis set

The geometry in ORCA input format:
```
! RIJCOSX wB97M-V def2-TZVPD def2/J DEFGRID3
* xyz 0 3
C -1.455 0.334 0.561
C -1.450 1.832 -0.949
C -0.190 0.340 -0.111
C 0.813 -1.708 0.921
C 0.938 -0.499 0.066
N -2.146 1.355 0.043
O -0.231 1.247 -1.103
S 1.907 -0.645 -1.442
H -1.821 -0.116 1.394
H -2.021 2.357 -1.703
H 0.669 -1.366 1.934
H -0.067 -2.219 0.630
H 1.676 -2.312 0.933
H 2.230 1.241 0.899
H 1.150 0.161 -2.073
*
```

* E_tot: -19665.8854 eV
* HOMO energy (spin up / spin down): -0.2615 / -0.3324 Ha
* maximum force: 4.41 eV Å⁻¹
* ⟨S²⟩: 2.04